C43H67GaN9O6P2 as an isolated structure, computed with wB97M-V/def2-TZVPD.

Atoms and positions in Å:
1 Ga 0.105 -0.238 0.454
2 C 4.310 3.245 2.234
3 C 3.505 2.120 2.852
4 C 4.350 1.122 3.610
5 O 2.669 1.378 1.854
6 P 2.958 1.003 0.378
7 O 2.024 -0.112 -0.076
8 C 2.648 2.454 -0.640
9 P 0.880 2.533 -1.022
10 O 0.134 1.678 -0.024
11 O 0.394 3.990 -1.058
12 C 0.424 5.068 -0.030
13 C 0.299 4.489 1.363
14 C 1.656 5.916 -0.242
15 O 0.655 1.933 -2.439
16 C 1.172 2.310 -3.788
17 C 1.572 3.765 -3.906
18 C 2.286 1.348 -4.143
19 O 4.447 0.592 0.269
20 C 5.034 0.019 -0.976
21 C 6.181 0.911 -1.385
22 C 5.436 -1.401 -0.662
23 H 4.924 3.690 3.017
24 H 3.672 4.039 1.840
25 H 4.988 2.885 1.456
26 H 2.747 2.539 3.506
27 H 5.071 0.636 2.950
28 H 3.723 0.362 4.082
29 H 4.895 1.642 4.397
30 H 3.220 2.393 -1.568
31 H 2.966 3.340 -0.093
32 H -0.462 5.647 -0.271
33 H 1.159 3.855 1.611
34 H -0.608 3.891 1.462
35 H 0.259 5.303 2.087
36 H 2.568 5.392 0.060
37 H 1.575 6.819 0.363
38 H 1.750 6.219 -1.286
39 H 0.314 2.122 -4.424
40 H 2.406 4.016 -3.243
41 H 0.740 4.434 -3.693
42 H 1.900 3.944 -4.930
43 H 3.220 1.606 -3.635
44 H 2.474 1.396 -5.215
45 H 2.009 0.322 -3.889
46 H 4.251 0.021 -1.742
47 H 6.935 0.940 -0.596
48 H 5.848 1.931 -1.588
49 H 6.646 0.516 -2.290
50 H 6.199 -1.415 0.120
51 H 5.851 -1.869 -1.556
52 H 4.574 -1.983 -0.324
53 C -4.914 -1.609 -1.076
54 N -3.818 -1.399 -0.125
55 C -4.208 -1.458 1.277
56 C -2.608 -0.971 -0.514
57 N -1.844 -0.170 0.245
58 C -2.442 0.913 0.979
59 C -3.514 1.567 0.430
60 C -4.123 2.665 1.062
61 C -3.605 3.141 2.227
62 C -2.453 2.548 2.797
63 C -1.884 3.136 3.954
64 C -0.728 2.651 4.484
65 C -0.132 1.513 3.912
66 C -0.693 0.864 2.844
67 N -0.078 -0.366 2.392
68 C 0.167 -1.300 3.329
69 N 1.087 -2.274 3.168
70 C 2.371 -2.090 2.494
71 C 0.948 -3.569 3.846
72 N -0.565 -1.352 4.461
73 C 0.071 -1.568 5.762
74 C -1.950 -0.901 4.546
75 C -1.857 1.398 2.197
76 N -2.146 -1.381 -1.712
77 C -2.484 -2.689 -2.276
78 C -1.222 -0.553 -2.485
79 H -5.780 -1.042 -0.731
80 H -5.197 -2.660 -1.140
81 H -4.639 -1.247 -2.063
82 H -4.816 -2.350 1.429
83 H -4.788 -0.582 1.574
84 H -3.324 -1.522 1.902
85 H -3.897 1.240 -0.531
86 H -4.984 3.137 0.606
87 H -4.048 3.997 2.722
88 H -2.377 3.995 4.393
89 H -0.273 3.122 5.348
90 H 0.777 1.108 4.347
91 H 3.082 -1.560 3.132
92 H 2.277 -1.557 1.561
93 H 2.784 -3.074 2.283
94 H -0.068 -3.708 4.200
95 H 1.637 -3.669 4.686
96 H 1.177 -4.355 3.126
97 H 1.125 -1.808 5.646
98 H -0.422 -2.372 6.310
99 H -0.011 -0.650 6.349
100 H -2.379 -0.799 3.557
101 H -2.033 0.057 5.063
102 H -2.518 -1.646 5.102
103 H -3.017 -3.288 -1.544
104 H -1.560 -3.209 -2.538
105 H -3.094 -2.601 -3.176
106 H -1.622 0.447 -2.639
107 H -1.081 -1.023 -3.455
108 H -0.238 -0.452 -2.029
109 N 4.267 -9.220 -3.734
110 C 3.670 -8.368 -3.245
111 C 2.923 -7.305 -2.621
112 C 1.668 -7.559 -2.075
113 C 0.958 -6.543 -1.458
114 C 1.508 -5.275 -1.379
115 C 2.753 -5.010 -1.930
116 C 3.458 -6.022 -2.554
117 N 0.789 -4.213 -0.712
118 C -0.257 -4.364 0.186
119 C -0.605 -3.115 0.582
120 N 0.207 -2.203 -0.070
121 C 1.033 -2.900 -0.829
122 H 1.245 -8.552 -2.140
123 H -0.029 -6.760 -1.072
124 H 3.195 -4.022 -1.868
125 H 4.430 -5.824 -2.986
126 H -0.646 -5.322 0.481
127 H -1.377 -2.806 1.270
128 H 1.786 -2.469 -1.468

## Properties
* E: -142314.93022 eV
* relative energy (zero: lowest compared OMol25 entry of this formula, charge and spin): 0.000 eV
* charge: +3

---

C43H68BCdClN6O6P2 as an isolated structure, computed with wB97M-V/def2-TZVPD.

Atoms and positions in Å:
1 Cd 0.582 -0.373 0.223
2 C 1.886 4.895 -0.185
3 N 0.659 4.482 0.500
4 C -0.258 5.569 0.808
5 P 0.716 3.028 1.233
6 O 1.118 1.919 0.339
7 O -0.811 2.894 1.752
8 P -1.642 1.513 1.817
9 O -0.734 0.352 2.030
10 N -2.535 1.568 0.454
11 C -2.088 2.146 -0.811
12 C -3.433 0.415 0.282
13 N -2.650 1.669 3.089
14 C -3.776 2.590 3.046
15 C -2.752 0.619 4.100
16 N 1.689 3.079 2.547
17 C 2.260 1.824 3.062
18 C 1.369 4.044 3.595
19 H 2.456 5.600 0.426
20 H 1.627 5.371 -1.132
21 H 2.510 4.030 -0.404
22 H 0.237 6.347 1.398
23 H -1.121 5.205 1.358
24 H -0.608 6.023 -0.121
25 H -1.360 2.938 -0.648
26 H -2.949 2.573 -1.328
27 H -1.631 1.386 -1.451
28 H -4.313 0.725 -0.284
29 H -3.768 0.041 1.250
30 H -2.940 -0.401 -0.251
31 H -3.616 3.365 2.300
32 H -3.893 3.068 4.020
33 H -4.705 2.064 2.802
34 H -1.917 -0.068 4.010
35 H -3.686 0.060 3.977
36 H -2.742 1.057 5.099
37 H 2.453 1.131 2.248
38 H 1.589 1.348 3.783
39 H 3.208 2.046 3.552
40 H 0.895 4.931 3.176
41 H 2.285 4.357 4.096
42 H 0.693 3.609 4.338
43 C -3.666 -2.083 -4.850
44 C -3.146 -1.291 -3.648
45 C -3.956 -0.004 -3.468
46 C -3.144 -2.140 -2.387
47 C -4.367 -2.532 -1.857
48 C -4.436 -3.268 -0.685
49 C -3.269 -3.620 -0.033
50 C -2.018 -3.264 -0.533
51 C -0.776 -3.700 0.221
52 C -0.542 -5.202 0.044
53 C -0.871 -3.333 1.705
54 C -1.965 -2.534 -1.723
55 N -0.708 -2.116 -2.261
56 B 0.138 -1.034 -1.807
57 N 0.946 -0.729 -2.964
58 C 0.660 -1.665 -3.969
59 C -0.317 -2.485 -3.553
60 C 1.707 0.432 -3.328
61 C 3.043 0.588 -2.960
62 C 3.757 1.642 -3.529
63 C 3.164 2.541 -4.395
64 C 1.813 2.423 -4.681
65 C 1.065 1.380 -4.149
66 C -0.429 1.342 -4.430
67 C -0.737 1.054 -5.899
68 C -1.093 2.652 -3.993
69 C 3.738 -0.282 -1.930
70 C 4.884 -1.100 -2.522
71 C 4.249 0.604 -0.786
72 H -3.549 -1.508 -5.770
73 H -4.726 -2.318 -4.730
74 H -3.132 -3.027 -4.969
75 H -2.124 -0.993 -3.864
76 H -4.996 -0.207 -3.206
77 H -3.956 0.570 -4.398
78 H -3.527 0.626 -2.686
79 H -5.281 -2.243 -2.361
80 H -5.396 -3.564 -0.282
81 H -3.325 -4.191 0.885
82 H 0.087 -3.180 -0.197
83 H -1.401 -5.773 0.405
84 H 0.336 -5.524 0.609
85 H -0.385 -5.455 -1.006
86 H -1.638 -3.922 2.214
87 H -1.117 -2.276 1.838
88 H 0.081 -3.512 2.203
89 H 1.182 -1.651 -4.911
90 H -0.784 -3.305 -4.073
91 H 4.804 1.758 -3.278
92 H 3.746 3.344 -4.830
93 H 1.332 3.153 -5.321
94 H -0.862 0.542 -3.834
95 H -0.321 1.833 -6.542
96 H -1.817 1.023 -6.066
97 H -0.319 0.098 -6.215
98 H -0.846 3.469 -4.675
99 H -0.766 2.944 -2.993
100 H -2.180 2.546 -3.986
101 H 3.012 -0.990 -1.522
102 H 5.659 -0.450 -2.936
103 H 4.532 -1.757 -3.320
104 H 5.335 -1.713 -1.740
105 H 5.050 1.259 -1.139
106 H 4.632 -0.015 0.023
107 H 3.452 1.239 -0.399
108 C 0.023 -3.119 5.585
109 C 1.343 -2.407 5.672
110 C 1.658 -1.584 6.739
111 C 2.879 -0.926 6.787
112 Cl 3.241 0.110 8.149
113 C 3.801 -1.075 5.775
114 C 3.505 -1.898 4.690
115 C 2.285 -2.558 4.645
116 O 1.895 -3.379 3.631
117 C 2.758 -3.522 2.507
118 C 2.931 -2.225 1.708
119 O 4.070 -1.848 1.459
120 O 1.833 -1.649 1.408
121 H -0.563 -2.954 6.488
122 H 0.164 -4.191 5.448
123 H -0.552 -2.768 4.725
124 H 0.946 -1.452 7.544
125 H 4.749 -0.557 5.820
126 H 4.216 -1.987 3.882
127 H 2.262 -4.261 1.877
128 H 3.739 -3.894 2.807

## Properties
* E: -103270.21081 eV
* relative energy (zero: lowest compared OMol25 entry of this formula, charge and spin): 0.000 eV

---

A 8-piece molecular cluster, C43H68Br2INO10S9 overall at a distorted geometry, computed with wB97M-V/def2-TZVPD.

Atoms and positions in Å:
1 C -4.195 8.176 -2.928
2 C -5.018 7.588 -1.726
3 O -4.537 7.640 -0.618
4 O -6.282 7.009 -1.845
5 C -6.317 5.926 -2.803
6 C -6.740 4.550 -2.169
7 C -5.763 4.066 -0.995
8 C -4.297 4.098 -1.568
9 C -3.228 3.327 -0.725
10 C -2.328 2.416 -1.496
11 C -1.257 1.668 -0.842
12 C -1.089 1.826 0.632
13 C -1.937 2.685 1.440
14 C -1.759 2.856 2.958
15 Br -0.929 4.517 3.615
16 C -2.205 1.871 3.780
17 C -2.096 1.992 5.350
18 Br -3.040 0.221 3.113
19 C -3.012 3.435 0.718
20 S -4.044 4.551 1.737
21 S 0.305 0.874 1.349
22 C 1.563 1.086 0.035
23 C 2.972 1.306 0.361
24 C 3.895 1.504 -0.760
25 C 5.414 1.788 -0.476
26 C 5.580 3.362 -0.657
27 O 5.983 3.861 -1.662
28 I 5.031 4.767 0.938
29 C 3.410 1.477 -2.161
30 C 1.991 1.253 -2.456
31 C 1.027 1.045 -1.351
32 N -0.396 0.810 -1.646
33 C -0.716 -0.603 -1.510
34 C 0.261 -1.618 -1.920
35 C -0.016 -3.090 -1.772
36 C -1.281 -3.572 -1.196
37 C -2.276 -2.542 -0.806
38 C -2.002 -1.104 -0.967
39 H -4.050 7.391 -3.727
40 H -3.171 8.412 -2.539
41 H -4.693 9.053 -3.419
42 H -7.130 6.192 -3.546
43 H -5.369 5.795 -3.388
44 H -7.743 4.715 -1.678
45 H -6.827 3.712 -2.907
46 H -6.076 3.050 -0.625
47 H -5.943 4.777 -0.147
48 H -4.330 3.614 -2.590
49 H -3.890 5.134 -1.739
50 H -2.485 2.308 -2.598
51 H -1.264 2.680 5.649
52 H -3.054 2.511 5.665
53 H -2.018 1.000 5.859
54 H -4.436 3.766 2.792
55 H 3.258 1.325 1.439
56 H 6.091 1.330 -1.240
57 H 5.701 1.573 0.583
58 H 4.189 1.672 -2.938
59 H 1.628 1.251 -3.514
60 H 1.246 -1.327 -2.365
61 H 0.741 -3.843 -2.088
62 H -1.472 -4.663 -1.063
63 H -3.252 -2.914 -0.393
64 H -2.816 -0.405 -0.656
65 C 4.283 -2.244 1.042
66 S 4.304 -2.273 -0.760
67 O 3.021 -2.887 -1.210
68 C 5.589 -3.524 -0.911
69 H 3.512 -1.543 1.365
70 H 4.053 -3.238 1.428
71 H 5.254 -1.911 1.412
72 H 5.279 -4.439 -0.403
73 H 6.521 -3.147 -0.476
74 H 5.741 -3.732 -1.971
75 C -1.993 2.251 -7.342
76 S -1.738 1.165 -5.928
77 O -2.363 1.820 -4.742
78 C 0.036 1.421 -5.813
79 H -3.058 2.274 -7.571
80 H -1.652 3.260 -7.104
81 H -1.446 1.861 -8.202
82 H 0.252 2.481 -5.668
83 H 0.513 1.057 -6.725
84 H 0.406 0.856 -4.959
85 C 2.089 -1.691 -10.119
86 S 0.956 -1.549 -8.725
87 O 0.852 -0.100 -8.382
88 C 2.048 -2.312 -7.512
89 H 1.621 -1.235 -10.991
90 H 3.022 -1.171 -9.895
91 H 2.285 -2.745 -10.323
92 H 2.983 -1.753 -7.449
93 H 2.245 -3.346 -7.798
94 H 1.549 -2.294 -6.543
95 C 0.325 -2.182 5.667
96 S -0.824 -2.066 7.051
97 O -0.970 -0.619 7.389
98 C 0.278 -2.797 8.276
99 H -0.148 -1.741 4.789
100 H 1.242 -1.636 5.897
101 H 0.550 -3.230 5.468
102 H 1.198 -2.213 8.344
103 H 0.505 -3.825 7.994
104 H -0.229 -2.789 9.240
105 C 9.434 -2.790 2.593
106 S 9.458 -2.822 0.791
107 O 8.178 -3.446 0.339
108 C 10.748 -4.072 0.641
109 H 8.661 -2.092 2.914
110 H 9.208 -3.784 2.981
111 H 10.402 -2.451 2.964
112 H 10.440 -4.987 1.150
113 H 11.674 -3.693 1.074
114 H 10.902 -4.280 -0.417
115 C -5.523 1.409 9.601
116 S -4.280 0.384 8.789
117 O -4.398 -0.990 9.353
118 C -2.854 1.166 9.565
119 H -6.509 1.067 9.287
120 H -5.435 1.314 10.684
121 H -5.390 2.449 9.302
122 H -2.932 1.086 10.651
123 H -2.806 2.214 9.267
124 H -1.956 0.650 9.224
125 C -1.706 -8.261 -0.983
126 S -2.876 -8.107 0.380
127 O -3.007 -6.657 0.695
128 C -1.803 -8.837 1.633
129 H -2.157 -7.826 -1.874
130 H -0.785 -7.726 -0.745
131 H -1.492 -9.315 -1.163
132 H -0.877 -8.265 1.707
133 H -1.587 -9.873 1.369
134 H -2.325 -8.808 2.589

## Properties
* E: -313351.72929 eV